Entry 1:
Formula: C5H10InOP
Source: OMol25
Level of theory: ωB97M-V/def2-TZVPD

```
18
Properties=species:S:1:pos:R:3
C 0.812 -0.508 -1.732
C -0.343 0.184 -2.244
C -0.414 1.432 -1.531
C 0.710 1.570 -0.660
C 1.398 0.206 -0.648
In -0.825 -0.118 -0.049
P 0.588 -1.806 1.759
H 1.021 -1.450 -2.176
H -0.987 -0.006 -3.091
H -1.058 2.219 -1.758
H 2.305 -0.130 0.014
H 0.983 2.598 -0.206
H 1.835 -1.101 2.007
H 0.926 -3.047 1.160
H -0.080 -2.034 3.005
O -2.457 0.740 1.677
H -2.495 -0.021 2.226
H -1.922 1.270 2.248
```

Output
* Kohn-Sham gap: 5.758 eV
* relative energy (zero: lowest compared OMol25 entry of this formula, charge and spin): 0.0 kcal/mol
* LUMO level: 0.308 eV

Entry 2:
Formula: C38H44N4O2PtTe
Source: OMol25
Level of theory: ωB97M-V/def2-TZVPD

```
90
Properties=species:S:1:pos:R:3
Pt -0.995 1.908 -2.043
O -0.194 3.865 -2.150
C -0.859 4.960 -2.083
C -0.165 6.163 -1.759
C -0.804 7.369 -1.643
C -2.188 7.475 -1.843
C -2.884 6.338 -2.183
C -2.258 5.091 -2.328
C -3.050 3.961 -2.787
N -2.818 2.667 -2.620
C -3.832 1.971 -3.245
C -4.703 2.853 -3.788
N -4.202 4.104 -3.492
H 0.901 6.073 -1.596
H -0.231 8.252 -1.381
H -2.699 8.421 -1.722
H -3.960 6.405 -2.313
H -3.846 0.896 -3.242
H -5.608 2.711 -4.349
H -4.560 4.984 -3.813
C -1.911 1.325 1.391
N -3.214 0.709 1.206
C -3.317 -0.534 1.941
C -3.582 0.586 -0.209
C -2.765 -0.375 -1.063
C -3.162 -1.716 -1.052
C -2.494 -2.689 -1.777
C -1.402 -2.310 -2.546
C -1.006 -0.982 -2.575
C -1.666 0.025 -1.850
H -1.742 1.492 2.458
H -1.881 2.287 0.876
H -1.084 0.715 1.004
H -3.136 -0.339 3.001
H -2.601 -1.302 1.612
H -4.327 -0.942 1.835
H -3.532 1.589 -0.627
H -4.630 0.265 -0.239
H -4.025 -1.998 -0.455
H -2.823 -3.722 -1.745
H -0.859 -3.046 -3.129
H -0.152 -0.702 -3.182
C 3.004 2.290 -2.105
C 1.752 1.675 -2.706
O 1.660 1.519 -3.922
N 0.833 1.227 -1.813
Te 2.117 -1.239 -0.477
C 2.975 -3.059 0.271
C 2.674 -4.281 -0.341
C 1.730 -4.431 -1.510
C 3.241 -5.457 0.155
C 4.092 -5.459 1.244
C 4.693 -6.735 1.771
C 4.387 -4.238 1.840
C 3.853 -3.044 1.373
C 4.235 -1.774 2.084
C 1.232 -0.770 1.390
C 0.387 -1.697 2.002
C -0.095 -2.945 1.312
C -0.056 -1.450 3.302
C 0.288 -0.299 3.988
C -0.219 -0.038 5.381
C 1.079 0.639 3.336
C 1.553 0.432 2.047
C 2.348 1.525 1.394
H 3.536 2.834 -2.884
H 3.643 1.496 -1.712
H 2.755 2.961 -1.284
H 1.420 -3.478 -1.930
H 0.825 -4.958 -1.196
H 2.196 -5.024 -2.300
H 2.997 -6.398 -0.331
H 4.346 -7.597 1.201
H 4.425 -6.893 2.818
H 5.783 -6.710 1.714
H 5.060 -4.213 2.692
H 5.110 -1.938 2.713
H 3.420 -1.416 2.717
H 4.454 -0.977 1.372
H -0.223 -2.775 0.240
H -1.056 -3.251 1.727
H 0.612 -3.770 1.438
H -0.711 -2.176 3.774
H -0.818 -0.873 5.744
H -0.841 0.859 5.407
H 0.607 0.117 6.079
H 1.327 1.569 3.840
H 2.658 2.268 2.129
H 1.743 2.019 0.630
H 3.231 1.132 0.889
```

Output
* net charge: -1
* Kohn-Sham gap (alpha / beta): 7.028 / 7.007 eV
* multiplicity: 2
* relative energy (zero: lowest compared OMol25 entry of this formula, charge and spin): 4.6 kcal/mol
* LUMO level (alpha / beta): 2.424 / 2.423 eV

Entry 3:
Formula: C3H6NOS
Source: OMol25
Level of theory: ωB97M-V/def2-TZVPD

```
12
Properties=species:S:1:pos:R:3
C -0.969 -0.205 1.299
C 0.389 1.301 -0.112
C 0.090 -1.013 -0.859
N -0.095 -0.008 0.142
O -2.120 -0.086 1.483
S 0.504 -0.692 2.072
H 1.597 1.164 -0.308
H -0.037 1.496 -1.080
H 0.245 2.001 0.700
H 1.053 -1.007 -1.391
H 0.008 -2.063 -0.302
H -0.665 -0.887 -1.644
```

Output
* net charge: +1
* Kohn-Sham gap (alpha / beta): 9.486 / 6.764 eV
* multiplicity: 3
* relative energy (zero: lowest compared OMol25 entry of this formula, charge and spin): 14.8 kcal/mol
* LUMO level (alpha / beta): -4.793 / -9.135 eV

Entry 4:
Formula: C6H15N5
Source: OMol25
Level of theory: ωB97M-V/def2-TZVPD

```
26
Properties=species:S:1:pos:R:3
C 1.229 1.216 1.139
C 1.812 0.335 0.406
C 1.137 -0.617 -0.556
C -2.971 -0.123 -0.574
C -1.141 1.555 -0.585
C -1.830 0.476 0.288
N 0.029 -1.110 -0.235
N 1.818 -1.241 -1.517
N -1.309 -1.530 1.490
N -0.871 -0.630 0.599
N 3.378 0.083 0.482
H 1.248 1.917 1.839
H -3.400 -1.131 -0.292
H -3.971 0.481 -0.683
H -2.526 -0.331 -1.540
H -0.353 1.957 0.131
H -1.795 2.394 -0.636
H -0.732 1.279 -1.612
H -2.076 0.842 1.224
H 2.677 -0.954 -1.938
H 1.325 -1.715 -2.212
H -1.038 -2.459 1.407
H -1.926 -1.105 2.117
H 3.842 0.478 -0.467
H 3.663 -0.920 0.509
H 3.779 0.852 1.214
```

Output
* net charge: +2
* Kohn-Sham gap (alpha / beta): 6.797 / 8.900 eV
* relative energy (zero: lowest compared OMol25 entry of this formula, charge and spin): 136.2 kcal/mol
* LUMO level (alpha / beta): -9.296 / -8.521 eV

Entry 5:
Formula: C7H15N2S
Source: OMol25
Level of theory: ωB97M-V/def2-TZVPD

```
25
Properties=species:S:1:pos:R:3
C 3.506 0.824 0.203
C 2.416 0.533 -0.398
C -3.869 -0.884 -0.092
C 4.712 -0.027 -0.365
C 3.698 1.990 1.104
C 1.330 0.305 -1.090
C -4.537 -2.171 0.183
N -3.971 -0.200 -1.184
N -3.029 -0.506 0.934
S -2.340 1.034 0.908
H 4.892 -0.893 0.280
H 5.477 0.837 -0.488
H 4.441 -0.397 -1.389
H 4.551 1.849 1.870
H 2.918 2.095 1.854
H 3.854 2.891 0.569
H 0.705 -0.552 -0.699
H 1.271 0.709 -2.086
H -1.148 0.780 0.406
H -3.885 -2.576 0.979
H -4.599 -2.828 -0.748
H -5.555 -1.960 0.542
H -4.688 -0.355 -1.876
H -3.378 0.665 -1.159
H -2.771 -1.162 1.742
```

Output
* net charge: +1
* Kohn-Sham gap: 8.006 eV
* relative energy (zero: lowest compared OMol25 entry of this formula, charge and spin): 79.1 kcal/mol
* LUMO level: -3.533 eV

Entry 6:
Formula: C5H14N2
Source: OMol25
Level of theory: ωB97M-V/def2-TZVPD

```
21
Properties=species:S:1:pos:R:3
C 0.760 2.255 -0.234
C 1.073 0.698 -0.033
C 2.183 0.150 -0.887
C -0.249 0.008 -0.170
N -0.280 -1.467 0.058
C -1.695 -1.824 0.126
N -2.371 -1.227 1.343
H 0.709 3.109 0.628
H -0.255 2.262 -0.651
H 1.571 2.783 -0.750
H 1.327 0.524 1.051
H 1.817 -0.424 -1.877
H 3.173 0.720 -1.115
H 2.650 -0.753 -0.255
H -0.547 0.050 -1.313
H -1.041 0.458 0.468
H 0.155 -1.628 1.022
H -2.101 -1.289 -0.750
H -1.893 -2.866 0.083
H -3.328 -0.900 1.447
H -1.659 -0.639 1.810
```

Output
* Kohn-Sham gap: 9.971 eV
* structure (SMILES): CC(C)CNCN
* relative energy (zero: lowest compared OMol25 entry of this formula, charge and spin): 62.6 kcal/mol
* LUMO level: 1.076 eV

Entry 7:
Formula: C37H30BClF9N5O3PbSe
Source: OMol25
Level of theory: ωB97M-V/def2-TZVPD

```
88
Properties=species:S:1:pos:R:3
Pb -2.039 -0.520 -0.197
C -3.713 2.149 1.787
O -2.398 1.936 1.263
C -1.757 2.991 0.707
C -2.308 4.259 0.569
C -1.545 5.293 0.039
C -0.234 5.082 -0.353
C 0.318 3.816 -0.219
C -0.434 2.776 0.297
N 0.101 1.454 0.418
N 1.233 1.427 0.904
C 1.768 0.068 1.086
C 0.913 -0.618 2.186
O -0.269 -0.383 2.293
C 1.587 -1.608 3.027
C 2.921 -1.664 3.085
C 3.785 -0.734 2.365
C 5.151 -0.704 2.627
C 5.962 0.243 2.023
C 5.402 1.172 1.161
C 4.042 1.135 0.881
C 3.229 0.178 1.462
H -3.676 2.890 2.587
H -4.033 1.191 2.186
H -4.403 2.449 1.000
H -3.323 4.448 0.885
H -1.988 6.276 -0.057
H 0.356 5.891 -0.760
H 1.341 3.614 -0.511
H 0.947 -2.252 3.617
H 3.403 -2.392 3.728
H 5.571 -1.422 3.321
H 7.023 0.263 2.234
H 6.024 1.925 0.696
H 3.612 1.857 0.200
C -3.803 -3.817 -3.499
C -2.871 -2.993 -2.748
N -2.137 -2.340 -2.161
H -4.583 -4.175 -2.829
H -3.278 -4.664 -3.934
H -4.257 -3.221 -4.288
Cl 4.172 -0.451 -1.966
C 3.721 -1.890 -1.081
C 4.578 -2.975 -1.164
C 4.233 -4.166 -0.544
C 3.022 -4.271 0.123
C 2.181 -3.173 0.199
C 2.526 -1.948 -0.370
C 1.590 -0.783 -0.221
H 5.499 -2.883 -1.723
H 4.901 -5.015 -0.610
H 2.722 -5.206 0.577
H 1.219 -3.261 0.688
H 0.576 -1.181 -0.240
H 1.685 -0.098 -1.063
C 1.939 2.133 -3.464
N 0.656 2.812 -3.459
C 0.452 4.158 -3.683
C -0.874 4.375 -3.581
N -1.467 3.164 -3.300
C -2.893 2.954 -3.103
C -0.526 2.198 -3.232
Se -0.777 0.372 -3.029
H 2.702 2.844 -3.770
H 1.912 1.292 -4.154
H 2.168 1.751 -2.470
H 1.264 4.832 -3.888
H -1.448 5.279 -3.671
H -3.435 3.699 -3.681
H -3.149 3.039 -2.050
H -3.155 1.954 -3.439
F -4.177 1.052 -1.047
B -5.191 0.036 -0.928
F -4.448 -1.182 -0.670
F -5.876 -0.088 -2.113
F -5.996 0.323 0.150
F -2.301 -4.259 5.807
C -2.075 -3.847 4.552
C -2.706 -2.722 4.054
F -3.543 -2.027 4.830
C -2.462 -2.313 2.760
F -3.089 -1.197 2.308
C -1.582 -2.967 1.888
O -1.316 -2.548 0.681
C -0.973 -4.111 2.432
F -0.103 -4.808 1.677
C -1.206 -4.539 3.725
F -0.585 -5.631 4.186
```

Output
* Kohn-Sham gap: 7.311 eV
* relative energy (zero: lowest compared OMol25 entry of this formula, charge and spin): 0.0 kcal/mol
* LUMO level: -0.526 eV

Entry 8:
Formula: C4H14N2O2
Source: OMol25
Level of theory: ωB97M-V/def2-TZVPD

```
22
Properties=species:S:1:pos:R:3
C 2.201 -0.557 1.479
C 1.231 0.491 0.945
N 1.457 0.606 -0.515
C -0.207 0.070 1.268
N -1.290 0.894 0.768
C -2.063 0.483 -0.349
O -1.412 0.457 -1.650
H 3.229 -0.198 1.440
H 2.045 -0.751 2.546
H 2.113 -1.519 0.979
H 1.380 1.466 1.433
H 2.259 1.183 -0.705
H 1.600 -0.304 -0.932
H -0.269 -0.038 2.356
H -0.316 -0.932 0.833
H -1.004 1.853 0.688
H -2.544 -0.493 -0.309
H -2.864 1.235 -0.399
H -0.519 0.853 -1.621
O -0.205 -2.100 -1.546
H -0.421 -1.141 -1.408
H -0.406 -2.295 -2.452
```

Output
* Kohn-Sham gap: 10.111 eV
* structure (SMILES): C[C@@H](N)CNCO.O
* relative energy (zero: lowest compared OMol25 entry of this formula, charge and spin): 14.1 kcal/mol
* LUMO level: 0.928 eV

Entry 9:
Formula: C3H14OSi4
Source: OMol25
Level of theory: ωB97M-V/def2-TZVPD

```
22
Properties=species:S:1:pos:R:3
C 1.238 -0.634 0.492
C 2.341 0.159 1.143
C -1.837 0.247 0.903
O 1.487 -1.830 0.347
Si 3.525 0.718 -0.193
Si -3.404 0.887 -0.020
Si -1.231 -2.317 -1.071
Si -0.375 0.081 -0.396
H 2.781 -0.393 2.031
H 1.793 1.069 1.474
H -2.185 -0.820 1.335
H -1.453 0.801 1.773
H 3.474 2.134 -0.220
H 3.001 0.366 -1.645
H 4.909 0.370 0.268
H -3.229 2.435 0.252
H -4.650 0.506 0.557
H -3.117 0.272 -1.454
H -0.397 -3.379 -1.633
H -2.304 -2.252 -2.102
H -0.403 0.064 -1.777
H 0.035 1.516 -0.063
```

Output
* Kohn-Sham gap: 7.075 eV
* relative energy (zero: lowest compared OMol25 entry of this formula, charge and spin): 8.4 kcal/mol
* LUMO level: -1.507 eV

Entry 10:
Formula: C24H24CrN7
Source: OMol25
Level of theory: ωB97M-V/def2-TZVPD

```
56
Properties=species:S:1:pos:R:3
Cr 0.463 1.581 -0.820
C -2.643 -1.293 4.730
C -1.762 -1.137 3.499
C -1.820 -2.018 2.416
C -1.076 -1.695 1.295
C -0.323 -0.507 1.162
N 0.495 -0.274 0.040
C 1.432 -1.160 -0.431
C 1.969 -2.226 0.379
C 2.569 -3.346 -0.206
C 2.599 -3.504 -1.609
C 3.124 -4.758 -2.216
C 2.207 -2.377 -2.406
C 1.757 -1.181 -1.849
N 1.564 -0.071 -2.700
C 1.779 -0.020 -4.073
C 2.084 1.296 -4.455
C 2.066 2.026 -3.279
N 1.637 1.259 -2.226
C -0.390 0.462 2.183
C -0.975 0.056 3.400
N 0.232 1.766 2.104
C 0.695 2.523 3.161
C 1.431 3.603 2.652
C 1.402 3.479 1.263
N 0.631 2.393 0.902
H -2.852 -2.341 4.987
H -3.586 -0.741 4.595
H -2.127 -0.825 5.568
H -2.394 -2.950 2.519
H -1.013 -2.362 0.430
H 1.786 -2.217 1.461
H 2.991 -4.151 0.419
H 2.825 -5.630 -1.594
H 4.208 -4.748 -2.332
H 2.684 -4.930 -3.200
H 2.294 -2.386 -3.473
H 1.610 -0.853 -4.742
H 2.269 1.728 -5.467
H 2.337 3.035 -3.069
H -0.861 0.609 4.334
H 0.484 2.290 4.184
H 1.901 4.443 3.155
H 1.870 4.129 0.548
C -2.763 2.795 0.708
C -2.701 2.171 -0.627
N -1.649 1.535 -1.197
C -2.191 0.883 -2.316
C -3.508 1.211 -2.454
N -3.824 2.036 -1.393
H -2.283 3.753 0.733
H -2.292 2.142 1.463
H -3.811 2.912 1.022
H -1.548 0.288 -2.918
H -4.268 0.865 -3.131
H -4.735 2.438 -1.131
```

Output
* net charge: +1
* Kohn-Sham gap (alpha / beta): 6.416 / 6.687 eV
* multiplicity: 5
* LUMO level (alpha / beta): -2.686 / -2.641 eV

Entry 11:
Formula: C4H5ClN2
Source: OMol25
Level of theory: ωB97M-V/def2-TZVPD

```
12
Properties=species:S:1:pos:R:3
N 0.714 1.853 0.000
N 0.238 0.578 0.021
C -1.085 0.206 0.003
C -1.153 -1.165 -0.014
C 0.178 -1.655 0.017
C 1.041 -0.538 0.003
Cl 2.720 -0.429 -0.001
H 0.371 2.382 -0.789
H 0.373 2.327 0.821
H -1.944 0.915 -0.082
H -2.079 -1.825 0.065
H 0.626 -2.650 -0.043
```

Output
* Kohn-Sham gap: 9.009 eV
* structure (SMILES): Nn1cccc1Cl
* relative energy (zero: lowest compared OMol25 entry of this formula, charge and spin): 39.1 kcal/mol
* LUMO level: 0.874 eV

Entry 12:
Formula: C23H32N2O4
Source: OMol25
Level of theory: ωB97M-V/def2-TZVPD

```
61
Properties=species:S:1:pos:R:3
C -1.808 -4.533 0.571
O -1.770 -3.289 1.226
C -2.748 -2.399 0.731
C -2.549 -1.056 1.347
C -2.081 -0.677 2.569
C -2.115 0.739 2.581
C -2.604 1.125 1.368
C -2.917 2.478 0.801
N -1.901 3.143 0.011
C -0.699 3.551 0.704
C 0.399 2.483 0.735
C 0.721 2.041 -0.689
C -0.545 1.513 -1.368
C -0.286 1.107 -2.830
C -0.947 -0.219 -3.210
C -0.538 -1.419 -2.366
O -1.325 -2.301 -2.080
N 0.763 -1.461 -2.016
C 1.306 -2.390 -1.043
C 1.836 -1.614 0.135
C 1.081 -1.474 1.287
C 1.549 -0.677 2.320
C 2.758 -0.024 2.211
C 3.530 -0.165 1.057
O 4.712 0.516 1.045
C 5.546 0.397 -0.080
C 3.060 -0.960 0.020
C -1.627 2.608 -1.303
O -2.867 0.031 0.614
H -0.989 -5.124 0.977
H -2.758 -5.049 0.758
H -1.681 -4.408 -0.511
H -3.756 -2.784 0.966
H -2.663 -2.309 -0.361
H -1.757 -1.329 3.353
H -1.820 1.383 3.386
H -3.161 3.145 1.634
H -3.803 2.382 0.166
H -0.968 3.849 1.719
H -0.312 4.435 0.181
H 0.065 1.620 1.312
H 1.291 2.887 1.216
H 1.492 1.267 -0.664
H 1.108 2.893 -1.257
H -0.891 0.639 -0.808
H -0.674 1.881 -3.497
H 0.791 1.058 -3.016
H -0.720 -0.460 -4.253
H -2.031 -0.132 -3.124
H 1.353 -0.679 -2.247
H 0.493 -3.051 -0.741
H 2.101 -2.982 -1.512
H 0.135 -1.985 1.377
H 0.960 -0.564 3.217
H 3.135 0.602 3.004
H 5.852 -0.640 -0.249
H 6.427 0.999 0.141
H 5.064 0.786 -0.983
H 3.636 -1.088 -0.886
H -2.561 2.229 -1.723
H -1.292 3.452 -1.922
```

Output
* Kohn-Sham gap: 8.541 eV
* structure (SMILES): COCc1ccc(CN2CCC[C@H](CCC(=O)NCc3cccc(OC)c3)C2)o1
* relative energy (zero: lowest compared OMol25 entry of this formula, charge and spin): 63.2 kcal/mol
* LUMO level: 0.647 eV

Entry 13:
Formula: C2H2BrN3
Source: OMol25
Level of theory: ωB97M-V/def2-TZVPD

```
8
Properties=species:S:1:pos:R:3
C -2.110 2.902 -0.074
C -0.953 0.808 -0.181
N -2.826 3.799 -0.001
N -1.194 1.997 -0.161
N -0.023 -0.076 -0.164
Br -3.289 -1.009 0.001
H 0.952 0.175 -0.030
H -0.275 -1.053 -0.206
```

Output
* Kohn-Sham gap (alpha / beta): 6.865 / 6.849 eV
* relative energy (zero: lowest compared OMol25 entry of this formula, charge and spin): 48.9 kcal/mol
* LUMO level (alpha / beta): -2.384 / -2.397 eV

Entry 14:
Formula: H4N2S
Source: OMol25
Level of theory: ωB97M-V/def2-TZVPD

```
7
Properties=species:S:1:pos:R:3
N -1.500 0.620 -0.238
N 0.738 -0.727 0.007
S 1.903 0.313 0.057
H -1.824 -0.063 -0.931
H -1.889 0.461 0.690
H 0.041 -0.411 -0.672
H 2.531 -0.192 1.086
```

Output
* Kohn-Sham gap (alpha / beta): 9.965 / 7.347 eV
* relative energy (zero: lowest compared OMol25 entry of this formula, charge and spin): 54.0 kcal/mol
* LUMO level (alpha / beta): -0.125 / -0.799 eV

Entry 15:
Formula: C3H9N3S
Source: OMol25
Level of theory: ωB97M-V/def2-TZVPD

```
16
Properties=species:S:1:pos:R:3
C 1.651 -0.951 0.569
N 1.202 -0.843 -0.806
N -0.170 -0.897 -0.909
C -0.588 0.203 -0.380
C 0.272 1.484 -0.245
N -1.955 0.484 -0.165
S -3.093 -0.770 -0.213
H 2.632 -1.702 0.535
H 0.857 -1.376 1.338
H 2.096 0.051 0.998
H 1.674 -1.605 -1.349
H -0.509 2.242 -0.544
H 0.676 1.919 0.745
H 0.978 1.340 -1.214
H -2.406 1.456 0.224
H -3.318 -1.035 1.418
```

Output
* Kohn-Sham gap: 8.459 eV
* structure (SMILES): CN/N=C(\C)NS
* relative energy (zero: lowest compared OMol25 entry of this formula, charge and spin): 105.0 kcal/mol
* LUMO level: 0.466 eV

Strongest force on any atom for every record listed, in sequence, given in eV Å⁻¹: 5.8; 0.2; 4.2; 4.3; 3.5; 4.6; 0.2; 1.5; 5.8; 5.1; 2.6; 1.0; 2.5; 2.1; 4.3.